ORCA calculation (ωB97M-V/def2-TZVPD) on a single C6H10 molecule.

Output
energy above the lowest of the compared OMol25 structures with the same formula, charge and spin: 61.7 kcal/mol
orbital gap: 9.85 eV
SMILES string: C1C[C@H]2C[C@@H]2C1
molecular weight: 82.146 g/mol
HOMO: -0.315 hartree
lowest unoccupied orbital energy: 1.27 eV
net charge: 0

```
16
Properties=species:S:1:pos:R:3:forces:R:3:mulliken_charge:R:1
C -1.50380 -0.00334 -0.00728 0.009 0.169 -0.180 -0.495
C -0.55580 -1.27645 -0.11813 -0.424 0.078 -0.451 -0.842
C 0.71262 -0.64917 0.39025 0.493 0.040 0.490 0.097
C 2.02301 0.00038 -0.00434 -0.045 0.029 0.086 -0.480
C 0.71072 0.64471 -0.38064 0.167 0.248 0.368 0.070
C -0.56111 1.27593 0.14077 -0.328 0.091 -0.087 -0.808
H -2.14985 0.08541 -0.89066 0.111 -0.014 0.211 0.312
H -2.14514 -0.08446 0.86253 -0.237 -0.060 0.136 0.335
H -0.48206 -1.61003 -1.15877 0.041 0.069 0.138 0.258
H -0.95822 -2.10632 0.46061 0.128 -0.058 0.144 0.304
H 0.58348 -0.41574 1.45442 -0.061 -0.054 -0.203 0.106
H 2.57210 -0.30392 -0.88105 0.194 -0.112 -0.055 0.237
H 2.64990 0.31131 0.83417 -0.251 -0.071 -0.221 0.243
H 0.54334 0.40811 -1.42357 0.016 -0.007 -0.270 0.108
H -0.50848 1.60632 1.18712 0.077 -0.121 -0.284 0.266
H -0.93072 2.11725 -0.46544 0.110 -0.227 0.178 0.288
```
Positions in Å, forces in eV/Å.